Entry from the OMol25 dataset: a molecular structure, C19H32AgN7O11P2S2 in a non-equilibrium geometry (the ωB97M-V functional and the def2-TZVPD basis).

For the gap between HOMO and LUMO, the calculation gives 6.81 eV. As for the net charge: -2. The energy above the lowest of the compared OMol25 structures with the same formula, charge and spin is 23.7 kcal per mole.

XYZ file:
```
74
Properties=species:S:1:pos:R:3:forces:R:3
Ag -1.385668 -1.593614 0.178487 -0.380 0.980 -0.555
O 1.258053 -2.436866 3.419407 -0.060 -0.033 0.104
P -0.272528 -2.017069 2.975628 1.002 0.543 0.674
O -1.103097 -1.973397 4.200320 -0.287 -0.033 0.083
O -0.120423 -0.762028 2.149088 0.000 -0.065 -0.075
O -0.564038 -3.284597 2.021924 -0.700 -0.022 0.256
P -2.153970 -3.782256 1.862105 -0.231 -0.681 0.167
O -2.010698 -4.611585 0.484485 0.058 0.230 -0.096
O -2.515771 -4.721333 2.938562 0.022 -0.141 -0.010
O -2.956125 -2.524276 1.639744 -0.019 0.113 -0.132
H 1.137321 -3.135225 4.080777 0.143 0.185 -0.173
H -1.849378 -4.032959 -0.287037 -0.096 -0.180 0.049
C 4.875629 -1.262803 2.429694 0.039 0.206 0.001
C 4.482662 0.117553 1.905116 -0.271 -0.163 -0.066
C 3.456213 0.798649 2.805083 0.198 0.020 0.024
C 3.977750 0.062411 0.452184 0.339 0.024 0.032
N 2.969315 -0.932122 0.130432 -0.512 0.016 0.414
C 1.650332 -0.790908 -0.079361 0.210 -0.062 -0.656
N 1.160711 -1.941423 -0.484969 0.443 0.161 0.424
N 2.194940 -2.803803 -0.454049 0.104 -0.169 0.004
N 3.277128 -2.225176 -0.087275 0.163 0.084 -0.208
H 5.418610 -1.162875 3.372584 -0.010 -0.004 -0.004
H 5.505974 -1.792602 1.713261 -0.012 -0.035 0.041
H 3.985823 -1.858011 2.615781 -0.112 -0.143 -0.016
H 5.384136 0.743235 1.871433 -0.044 0.004 -0.093
H 2.525006 0.240969 2.826993 -0.247 -0.141 -0.008
H 3.245246 1.812572 2.452617 -0.019 -0.026 0.044
H 3.829838 0.861320 3.829234 -0.024 0.022 0.014
H 4.824547 -0.134705 -0.208276 -0.072 0.013 -0.061
H 3.553916 1.034235 0.196650 -0.006 -0.023 -0.134
H 1.110799 0.138256 -0.040528 -0.062 0.025 0.203
C -5.402852 -0.326362 1.313776 -0.051 0.101 0.024
N -4.470710 0.412155 2.137793 0.273 -0.279 0.186
C -4.315230 0.000415 3.534746 0.016 -0.112 -0.048
C -3.082357 0.788859 3.968010 0.013 0.051 -0.032
N -2.443722 1.156256 2.697136 0.222 -0.570 0.308
C -3.276261 0.844069 1.661206 -0.438 0.777 -0.342
S -2.934419 1.162396 0.054949 0.236 -0.276 -0.013
H -5.158288 -1.390370 1.349723 0.038 -0.055 -0.030
H -5.318383 0.028349 0.289310 -0.009 -0.010 0.013
H -6.419187 -0.159934 1.681769 0.012 -0.013 -0.013
H -4.124834 -1.076423 3.581383 -0.027 -0.040 -0.038
H -5.209158 0.250558 4.111590 0.021 -0.011 -0.015
H -2.416998 0.176522 4.570579 0.095 -0.035 0.019
H -3.353036 1.705691 4.506287 -0.004 -0.095 0.010
H -1.498710 0.787310 2.570839 0.048 0.076 -0.157
C -0.194991 5.584837 -1.263787 -0.038 -0.046 -0.052
C 0.073708 4.402481 -2.154919 -0.015 0.014 -0.008
C 1.305441 3.754920 -2.131975 0.002 -0.019 -0.031
C 1.550390 2.670683 -2.957976 0.042 -0.004 -0.062
C 0.552816 2.233819 -3.814468 0.033 -0.178 -0.003
C -0.681913 2.856573 -3.847976 -0.085 -0.082 -0.113
C -0.915106 3.940893 -3.020824 0.115 0.105 0.076
S 0.865738 0.816813 -4.833922 0.404 0.020 -0.125
O 2.105276 1.025283 -5.553000 -0.093 -0.056 0.178
O -0.292623 0.572197 -5.664334 -0.055 -0.012 0.225
N 1.122774 -0.289882 -3.653085 -0.493 0.158 0.090
C 0.982916 -1.709725 -4.046308 -0.124 -0.066 -0.183
C -0.476989 -2.197806 -3.986752 0.125 0.208 0.301
C -1.084188 -1.968921 -2.588997 -0.190 -0.068 -0.087
O -1.640456 -2.923004 -2.015904 0.136 -0.148 -0.122
O -0.976813 -0.801296 -2.102696 0.161 0.022 -0.157
H 0.618921 5.741330 -0.557002 -0.008 -0.010 0.020
H -1.117816 5.433816 -0.702542 0.015 0.020 0.033
H -0.307078 6.494024 -1.859445 -0.017 0.016 0.029
H 2.078272 4.099540 -1.454884 -0.004 0.007 0.018
H 2.500140 2.151635 -2.954670 0.023 0.038 0.054
H -1.442260 2.473979 -4.516035 -0.020 -0.001 0.050
H -1.879035 4.435718 -3.029434 -0.030 -0.056 -0.009
H 0.393109 -0.162243 -2.900367 0.060 -0.007 -0.200
H 1.588436 -2.289602 -3.348001 0.044 0.032 -0.039
H 1.397685 -1.831367 -5.050483 0.000 -0.096 0.056
H -0.531281 -3.261971 -4.211138 0.064 -0.001 -0.033
H -1.063189 -1.641793 -4.718292 -0.056 -0.002 -0.022
```
Forces are in eV/Å.

Results of the Mulliken charge analysis, in e, for atoms 1 through 6: number 1, Ag, carries 1.2799; number 2, O, carries -0.4993; number 3, P, carries 1.1799; number 4, O, carries -0.8402; number 5, O, carries -0.7616; number 6, O, carries -0.1577